Molecular formula: C4H36NO14
Method: DFT, ωB97M-V/def2-TZVPD

Last column: natural (NBO) charge in e.
CARTESIAN COORDINATES (ANGSTROEM)
O (-2.79, 2.03, 0.11)  -1.192
O (2.74, -1.15, 3.14)  -0.936
O (-0.55, -2.52, 2.95)  -0.956
O (-1.71, 0.32, 1.61)  -0.828
O (3.41, -1.39, 0.12)  -0.976
O (3.16, -2.43, -2.43)  -0.984
O (1.50, -3.37, 1.46)  -1.016
O (-2.04, -1.11, -3.04)  -0.982
O (-0.39, 2.95, 0.10)  -1.042
O (-4.67, 0.43, -0.87)  -0.989
O (-3.21, -1.42, 2.96)  -0.985
O (-2.10, 1.56, -2.27)  -1.042
O (3.67, 1.31, 1.29)  -0.970
O (1.88, 4.01, 1.06)  -0.969
N (0.80, -0.15, -2.45)  -0.666
C (-0.65, -0.60, -0.44)  -0.460
C (-0.49, -0.05, 1.00)  -0.074
C (1.03, 1.33, -2.51)  -0.438
C (0.77, -0.69, -1.03)  -0.237
H (-0.25, -1.06, 1.41)  0.164
H (2.85, 0.81, 1.28)  0.471
H (3.22, -1.71, 1.02)  0.478
H (1.01, -1.74, -1.24)  0.183
H (-0.37, -2.45, 3.89)  0.485
H (-4.58, -0.14, -0.10)  0.459
H (-2.17, 1.13, 1.16)  0.527
H (-0.03, 2.58, -0.70)  0.471
H (4.01, -0.65, 0.20)  0.493
H (3.17, -1.99, 2.94)  0.470
H (-3.89, -1.44, 2.29)  0.457
H (1.32, 1.69, -1.53)  0.162
H (-2.60, -0.78, 2.50)  0.489
H (-0.13, -0.28, -2.85)  0.391
H (-2.48, 1.86, -1.36)  0.502
H (-3.56, 2.60, 0.20)  0.468
H (2.08, -1.06, 2.44)  0.471
H (3.73, -2.53, -1.67)  0.484
H (-3.88, 1.01, -0.88)  0.497
H (0.33, 0.65, 1.20)  0.170
H (1.09, 4.00, 1.61)  0.486
H (0.76, -3.08, 2.02)  0.506
H (1.57, -0.18, -0.52)  0.200
H (1.31, -3.29, 0.52)  0.481
H (-2.49, -0.33, -2.70)  0.511
H (-1.21, 0.11, -1.03)  0.226
H (1.77, 1.42, -3.31)  0.195
H (-1.13, -1.78, 2.74)  0.503
H (2.49, -1.76, -2.31)  0.493
H (-1.11, -1.58, -0.51)  0.209
H (3.46, 2.25, 1.24)  0.498
H (1.54, 3.73, 0.21)  0.483
H (-2.68, -1.66, -3.51)  0.468
H (-2.34, 2.20, -2.93)  0.466
H (0.14, 1.85, -2.85)  0.203
H (-1.28, 2.57, 0.36)  0.519

Charge: -1
Lowest unoccupied orbital energy, eV: 2.7
HOMO, eV: -5.78


Molecular formula: C26H66BeF6O22
Method: DFT, ωB97M-V/def2-TZVPD

Last column: Mulliken charge in e.
CARTESIAN COORDINATES (ANGSTROEM)
F (4.25, -3.13, -1.90)  -0.225
F (2.30, 3.53, 4.50)  -0.290
F (2.31, 1.44, 4.84)  -0.295
F (3.28, -5.04, -1.53)  -0.282
F (3.68, 2.17, 3.45)  -0.239
F (4.83, -4.38, -0.23)  -0.269
O (-3.23, 0.13, 2.80)  -0.195
O (3.15, -2.02, 0.52)  0.032
O (-4.51, -1.31, 0.85)  -0.559
O (-2.85, 1.43, -4.09)  -0.515
O (-5.15, -0.10, -4.22)  -0.528
O (-0.34, -1.50, 2.55)  0.216
O (-0.28, 2.63, -3.15)  -0.398
O (1.71, -7.88, 0.97)  -0.509
O (-1.73, -1.55, 4.90)  -0.458
O (1.25, 0.88, 1.90)  -0.063
O (5.44, 4.91, -1.17)  -0.553
O (0.53, 5.75, -2.85)  -0.603
O (-1.22, 1.46, 0.61)  0.399
O (2.68, 2.55, -0.46)  0.252
O (0.93, -0.84, -4.34)  -0.577
O (-0.09, -5.37, 0.32)  -0.513
O (-0.67, -0.61, -2.34)  -0.025
O (-6.64, -0.53, 2.96)  -0.534
O (1.32, -2.91, -0.42)  -0.595
O (-2.15, -2.06, -0.31)  -0.229
O (2.05, 0.04, -1.41)  1.420
O (1.13, 3.05, 1.70)  0.110
C (-0.86, -2.67, 3.05)  0.707
C (2.43, 2.36, 3.84)  0.551
C (3.85, 3.28, -0.09)  -0.469
C (-1.66, -1.49, -2.68)  -0.729
C (5.35, -1.26, 1.08)  -1.097
C (4.79, 3.71, -1.38)  -0.624
C (0.81, 5.28, 0.81)  -0.830
C (2.80, -0.34, -2.63)  -0.536
C (-2.67, 1.53, 0.91)  0.267
C (1.40, 4.56, -3.05)  0.283
C (-0.79, -2.53, 4.57)  -0.772
C (0.65, 4.39, 2.11)  -0.683
C (0.26, -5.99, 1.63)  -0.060
C (-2.94, 1.48, 2.44)  -0.676
C (0.62, 3.43, -3.94)  -0.752
C (1.28, 2.04, 2.67)  -0.332
C (0.49, -7.48, 1.56)  -0.761
C (2.00, -1.28, -3.53)  -1.213
C (-5.25, 1.26, -3.93)  -0.823
C (4.16, -2.13, 1.49)  -0.231
C (-6.36, 0.03, 1.63)  -0.320
C (-3.92, 1.77, -3.29)  0.917
C (-5.84, -0.93, 0.60)  -0.521
C (2.61, -3.21, -0.05)  -0.223
C (-2.70, -1.72, -1.53)  -0.117
C (3.76, -3.90, -0.92)  0.561
Be (0.17, -0.76, 0.10)  0.904
H (-1.13, -3.35, 5.20)  0.466
H (-1.89, -2.83, 2.72)  0.115
H (-0.34, -7.84, 0.95)  0.301
H (-3.80, 1.18, -2.38)  -0.651
H (-4.68, -0.16, -5.06)  0.310
H (4.25, 3.59, -2.32)  0.204
H (-0.32, -3.51, 2.61)  -0.710
H (-3.37, -0.87, -1.47)  -0.317
H (-6.87, 0.23, 3.49)  0.305
H (3.84, -1.61, 2.40)  0.325
H (0.22, -2.20, 4.82)  0.357
H (1.02, -5.45, 2.19)  0.309
H (-6.44, -1.83, 0.73)  0.360
H (5.89, -0.77, 1.89)  0.439
H (-3.34, 0.89, 0.33)  -0.346
H (1.35, -0.48, -5.13)  0.322
H (-0.31, 4.48, 2.62)  0.363
H (2.49, -3.96, 0.74)  0.138
H (0.46, 4.81, -0.11)  -0.149
H (-0.44, -5.94, 2.47)  0.227
H (5.54, 2.92, -1.48)  0.293
H (-0.11, 5.46, -2.19)  0.340
H (0.14, -4.44, 0.21)  0.182
H (0.55, -8.20, 2.37)  0.367
H (3.12, 0.49, -3.26)  0.467
H (0.41, 2.07, 3.32)  -0.372
H (-0.22, -0.82, 3.22)  -0.057
H (4.97, 5.63, -1.60)  0.327
H (2.63, 0.62, -0.92)  -0.467
H (-2.00, -1.08, -3.63)  0.449
H (-2.06, 1.71, -3.62)  0.271
H (0.11, 1.78, -2.92)  0.199
H (3.76, -0.76, -2.34)  0.513
H (-0.10, 3.72, -4.70)  0.379
H (3.54, 4.14, 0.49)  0.119
H (-5.72, -0.55, -0.41)  0.278
H (4.34, 2.61, 0.62)  0.559
H (-2.93, -2.08, 0.24)  0.306
H (-0.64, 2.16, 0.93)  -0.264
H (-0.17, -0.62, -3.16)  -0.113
H (-6.16, 1.30, -3.33)  0.306
H (6.15, -1.68, 0.46)  0.307
H (-2.95, 2.56, 0.69)  0.334
H (-2.04, 1.92, 2.88)  0.123
H (-3.43, -2.48, -1.80)  0.456
H (1.62, -2.10, -2.92)  0.218
H (-1.85, -1.57, 5.85)  0.264
H (-4.28, -1.10, 1.76)  0.136
H (-7.33, 0.39, 1.28)  0.462
H (-1.23, -2.44, -3.00)  0.332
H (-3.78, 2.14, 2.61)  0.505
H (1.68, 4.15, -2.08)  -0.328
H (2.16, 2.39, 0.34)  0.038
H (5.05, -0.38, 0.51)  0.028
H (1.87, 5.48, 0.63)  0.234
H (4.40, -3.13, 1.85)  0.377
H (1.33, 2.74, -4.40)  0.330
H (2.73, -1.76, -4.18)  0.727
H (-3.06, 0.04, 3.74)  0.106
H (2.31, -7.24, 1.37)  0.306
H (1.23, 4.98, 2.83)  0.391
H (-5.51, 1.73, -4.88)  0.381
H (2.28, 4.86, -3.61)  0.367
H (-4.01, 2.82, -3.02)  0.406
H (-5.69, 0.89, 1.71)  0.124
H (0.32, 6.25, 0.91)  0.532

Lowest unoccupied orbital energy, eV: -1.1
HOMO, eV: -8.61


Molecular formula: C23H47NO2S2ScSi2
Method: DFT, ωB97M-V/def2-TZVPD

Last column: Mulliken charge in e.
CARTESIAN COORDINATES (ANGSTROEM)
Sc (-0.46, -1.14, 0.79)  -1.090
S (1.00, -2.81, 1.94)  -0.441
S (0.93, -2.03, 4.86)  -0.265
Si (-3.15, -0.36, 1.33)  0.249
Si (3.02, 0.62, 0.40)  0.436
O (-0.85, -1.56, -1.23)  0.815
O (0.97, 0.92, -3.17)  -0.166
N (0.00, -0.49, 2.95)  0.859
C (1.51, 0.61, -0.74)  0.188
C (-4.60, -0.24, 0.12)  -1.225
C (-1.76, -1.37, -3.56)  -1.821
C (4.16, -0.67, -0.38)  -1.105
C (0.39, -0.41, 5.27)  0.914
C (-0.65, 2.23, -4.30)  -1.096
C (-0.58, -3.99, -1.42)  -1.247
C (2.00, 0.82, -5.35)  -1.478
C (-0.42, 2.22, 5.50)  -0.625
C (2.16, 0.50, -3.88)  -0.029
C (0.04, -2.66, -1.74)  -0.504
C (0.59, -1.70, 3.17)  0.413
C (-0.10, 0.28, 4.12)  -1.022
C (-3.72, 0.02, 3.07)  -1.133
C (0.07, 1.52, 6.63)  -0.597
C (0.47, 0.19, 6.50)  -0.498
C (-1.98, -1.14, -2.08)  0.464
C (-1.95, 1.06, 0.82)  -0.348
C (0.39, 2.25, -3.22)  -0.349
C (-2.30, -2.03, 1.26)  -0.569
C (3.64, 2.38, 0.18)  -1.250
C (3.13, 0.34, 2.32)  -0.902
C (-0.51, 1.61, 4.27)  -0.055
H (-0.91, -0.80, -3.93)  0.210
H (-0.14, 2.49, -2.27)  0.195
H (3.10, 2.82, -0.67)  0.305
H (0.13, 2.01, 7.59)  0.420
H (-1.63, -2.42, -3.80)  0.434
H (-2.89, -1.64, -1.72)  0.269
H (-4.59, 0.70, 3.05)  0.355
H (5.21, -0.49, -0.12)  0.402
H (3.19, -0.74, 2.59)  0.286
H (1.07, -0.41, -0.92)  -0.795
H (1.68, 1.01, -1.69)  0.607
H (3.45, 3.01, 1.06)  0.321
H (-1.39, 1.42, -4.14)  0.117
H (-2.09, -0.08, -1.87)  -0.062
H (-2.09, 1.88, 1.55)  0.688
H (-4.03, -0.93, 3.53)  0.333
H (-0.72, 3.28, 5.65)  0.377
H (1.16, 3.01, -3.33)  0.349
H (2.19, -0.60, -3.74)  0.208
H (-0.87, 2.16, 3.39)  0.280
H (3.11, 0.92, -3.44)  0.302
H (4.02, -0.58, -1.46)  0.283
H (-2.25, -2.56, 2.23)  0.594
H (-1.62, -4.01, -1.79)  0.257
H (2.92, 0.56, -5.90)  0.439
H (-0.58, -4.14, -0.32)  0.221
H (0.01, -4.77, -1.91)  0.479
H (-2.25, 1.44, -0.18)  0.494
H (-0.18, 2.09, -5.29)  0.281
H (-5.32, 0.49, 0.50)  0.376
H (-2.72, -2.75, 0.55)  0.503
H (-2.94, 0.47, 3.70)  0.291
H (-4.30, 0.05, -0.88)  0.336
H (1.81, 1.91, -5.52)  0.329
H (-0.84, 0.96, 0.78)  -0.093
H (4.06, 0.81, 2.69)  0.462
H (1.18, 0.21, -5.79)  0.300
H (-1.18, 3.18, -4.33)  0.459
H (4.71, 2.38, -0.05)  0.369
H (0.84, -0.38, 7.34)  0.407
H (-5.10, -1.24, 0.07)  0.333
H (0.66, 1.20, -0.39)  0.113
H (2.30, 0.77, 2.91)  0.113
H (1.01, -2.48, -1.24)  0.214
H (0.15, -2.47, -2.81)  0.593
H (3.86, -1.67, -0.05)  0.272
H (-2.65, -1.03, -4.09)  0.451

Charge: +1
Lowest unoccupied orbital energy, eV: -2.6
HOMO, eV: -10.86